No. 1
The following is a quantum chemistry calculation of a structure of composition C48H53O2P4RuS2, from the OMol25 dataset.

Geometry as ORCA input:
```
! RIJCOSX wB97M-V def2-TZVPD def2/J DEFGRID3
* xyz 3 1
Ru -0.2025 0.7793 0.2275
C 2.7514 1.0552 1.9201
C 1.8322 1.9345 2.7628
P 0.1338 1.3108 2.4957
C -0.9179 2.2383 3.6428
C -2.0128 1.6494 4.2769
C -2.8061 2.3879 5.1405
C -2.5141 3.7241 5.3806
C -1.4186 4.3144 4.7678
C -0.6189 3.5743 3.9093
C 0.2299 -0.3421 3.3175
C 0.9870 -0.7108 4.3906
C 1.0097 -2.0617 4.7743
C 0.2623 -3.0716 4.1353
C -0.5219 -2.7276 3.0806
C -0.5640 -1.3454 2.5894
P 2.1680 1.1318 0.1769
C 3.3125 0.0120 -0.6724
C 4.0402 0.4130 -1.7906
C 4.9057 -0.4754 -2.4147
C 5.0645 -1.7610 -1.9193
C 4.3513 -2.1633 -0.7970
C 3.4744 -1.2829 -0.1819
C 2.7159 2.7794 -0.3702
C 3.8196 3.4201 0.1938
C 4.2969 4.6090 -0.3410
C 3.7013 5.1552 -1.4697
C 2.6108 4.5190 -2.0479
C 2.1148 3.3505 -1.4887
H 2.6704 0.0098 2.2280
H 3.8017 1.3232 2.0141
H 1.8583 2.9645 2.3964
H 2.0941 1.9583 3.8211
H -2.2520 0.6035 4.1286
H -3.6457 1.9189 5.6359
H -3.1300 4.2989 6.0588
H -1.1767 5.3491 4.9710
H 0.2497 4.0432 3.4652
H 1.5851 0.0036 4.9408
H 1.6448 -2.3457 5.6076
H 0.3112 -4.0882 4.4997
H -1.1512 -3.4618 2.5887
H -1.6155 -1.0086 2.6510
H 3.9454 1.4205 -2.1759
H 5.4698 -0.1545 -3.2803
H 5.7557 -2.4432 -2.3957
H 4.4949 -3.1593 -0.3963
H 2.9230 -1.6071 0.6954
H 4.3366 3.0008 1.0462
H 5.1505 5.0961 0.1108
H 4.0901 6.0681 -1.9006
H 2.1527 4.9341 -2.9376
H 1.2449 2.8785 -1.9189
C 0.8662 -0.7991 -2.9193
P -0.3683 0.2309 -2.0719
C -0.4883 1.5942 -3.2810
C -1.9474 -0.6454 -2.3300
C -2.2314 -1.3523 -3.4972
C -3.4549 -1.9841 -3.6536
C -4.4126 -1.9053 -2.6499
C -4.1487 -1.1814 -1.4971
C -2.9160 -0.5514 -1.3309
P -2.5413 0.5209 0.0912
C -3.5705 -0.1831 1.4227
C -3.4904 2.0257 -0.2911
H 0.5674 -0.9550 -3.9556
H 1.0077 -1.7672 -2.4418
H 1.8212 -0.2746 -2.9204
H -0.8839 1.2111 -4.2222
H 0.4992 2.0102 -3.4740
H -1.1475 2.3830 -2.9231
H -1.4987 -1.4260 -4.2907
H -3.6656 -2.5352 -4.5606
H -5.3693 -2.3952 -2.7727
H -4.9138 -1.1144 -0.7342
H -4.6278 -0.1004 1.1710
H -3.4168 0.3834 2.3399
H -3.3572 -1.2416 1.5815
H -4.5246 1.7671 -0.5201
H -3.0562 2.5117 -1.1640
H -3.4749 2.7143 0.5544
C -1.1985 4.9199 -1.5237
S -1.1130 4.3569 0.1758
C 0.1197 5.5282 0.7382
O -0.3944 3.0196 0.1776
H -1.7068 5.8845 -1.5245
H -1.7947 4.2070 -2.0872
H -0.1969 5.0096 -1.9402
H -0.1945 6.5267 0.4348
H 1.0742 5.2665 0.2822
H 0.1687 5.4823 1.8227
C -1.7300 -9.2627 -2.8740
C -1.5728 -7.8751 -2.3302
O -2.2408 -7.3801 -1.4753
S -0.1520 -7.0073 -3.1012
C -0.1659 -5.5140 -2.1782
C -1.3502 -4.7806 -2.0215
C -1.3514 -3.6423 -1.2558
C -0.1541 -3.1956 -0.6401
C 1.0453 -3.9203 -0.8462
C 1.0356 -5.0556 -1.6152
C -0.2128 -2.1437 0.2561
C -0.2667 -1.1854 1.0802
H -2.7910 -9.4990 -2.9206
H -1.2511 -9.9540 -2.1781
H -1.2685 -9.3765 -3.8532
H -2.2551 -5.1168 -2.5041
H -2.2575 -3.0651 -1.1257
H 1.9619 -3.5667 -0.3997
H 1.9445 -5.6203 -1.7752
*
```

The value obtained for the orbital gap is 5.429 eV. For the energy above the lowest of the compared OMol25 structures with the same formula, charge and spin, the calculation gives 0.0 kcal/mol. As for the total energy: -4267.2104 Eh. As for the LUMO energy: -9.925 eV. The HOMO energy is -0.5642 Ha.

---

No. 2
The following is a quantum chemistry calculation of a structure of composition C48H54As2ClKN2O14S2, from the OMol25 dataset.

Geometry as ORCA input:
```
! RIJCOSX wB97M-V def2-TZVPD def2/J DEFGRID3
* xyz -2 1
K 0.5486 0.0540 -0.5492
S 1.0558 -5.2262 -1.0363
C 0.8058 -4.4935 -2.5788
C 1.0723 -5.0149 -3.8405
C 0.9211 -4.1790 -4.9300
C 0.5055 -2.8544 -4.7587
C 0.2070 -2.3481 -3.5103
C 0.3559 -3.1784 -2.4015
N 0.2054 -2.7849 -1.0781
C 0.5965 -3.7039 -0.2656
C 0.8273 -3.5329 1.1828
C 1.8689 -4.2763 1.7536
C 2.2804 -4.0639 3.0522
C 1.6720 -3.0642 3.7993
C 0.6357 -2.3384 3.2507
C 0.1623 -2.5776 1.9607
H 1.4245 -6.0315 -3.9585
H 1.1457 -4.5499 -5.9227
H 0.4152 -2.2048 -5.6203
H -0.0977 -1.3152 -3.3857
H 2.3875 -5.0089 1.1487
H 3.0959 -4.6447 3.4635
H 2.0051 -2.8529 4.8072
H 0.1622 -1.5604 3.8371
O -0.8775 1.9158 -0.0340
H -1.5749 1.4986 -0.5906
H -1.3883 2.3584 0.6708
O 3.2929 -0.4851 -1.2918
H 3.2428 -0.4846 -0.3205
H 3.5076 0.4364 -1.5147
C 0.0564 3.6104 -3.8405
C 1.5155 3.2479 -3.6063
S 1.8201 2.5274 -1.9778
O 3.3181 2.3546 -1.9143
C 1.4123 4.0025 -1.0011
C 2.1207 3.9425 0.3399
H -0.0920 3.9220 -4.8761
H -0.2605 4.4275 -3.1921
H -0.5764 2.7462 -3.6415
H 2.1916 4.1027 -3.6769
H 1.8531 2.4765 -4.3001
H 0.3291 3.9657 -0.8764
H 1.7054 4.8816 -1.5806
H 1.8126 3.0656 0.9110
H 1.8746 4.8192 0.9399
H 3.1997 3.8971 0.1987
C 4.7934 1.7010 1.4079
O 3.9665 0.5422 1.5206
C 2.6558 0.6376 1.9152
O 1.8905 -0.1160 1.2631
C 2.2319 1.4977 2.9547
C 3.0430 2.1540 3.9107
As 2.7530 4.0386 4.3258
C 2.8273 3.9877 6.2920
C 0.8403 4.2730 4.0907
C 0.0501 3.5186 3.2116
As 0.2769 1.5884 3.0613
C 0.0984 1.2518 5.0163
C -1.1039 4.0061 2.5449
O -2.0346 3.3313 2.0695
O -1.1235 5.3696 2.3639
C -2.3017 5.8722 1.7658
C 0.3646 5.4403 4.7906
O 1.0328 6.3981 5.1635
O -0.9722 5.3782 5.1107
C -1.4709 6.5265 5.7656
C 4.3564 1.7571 4.3747
O 5.2272 2.5496 4.7116
O 4.7194 0.4306 4.4724
C 3.7642 -0.5936 4.6827
H 5.7609 1.4642 1.8480
H 4.3745 2.5621 1.9207
H 4.9082 1.9308 0.3462
H 3.8198 3.6471 6.5830
H 2.0670 3.3139 6.6867
H 2.6542 4.9947 6.6679
H 1.0365 1.4961 5.5179
H -0.1614 0.2095 5.2240
H -0.6928 1.8959 5.4014
H -2.1631 6.9506 1.6950
H -3.1813 5.6482 2.3730
H -2.4593 5.4478 0.7730
H -2.5463 6.3781 5.8558
H -1.2613 7.4325 5.1946
H -1.0273 6.6417 6.7571
H 4.1404 -1.4869 4.1846
H 2.7850 -0.3526 4.2804
H 3.6712 -0.7898 5.7571
C -3.3538 -3.5845 -5.7791
C -3.4821 -3.5048 -4.2850
C -3.8666 -4.6075 -3.5407
C -4.0242 -4.5112 -2.1663
Cl -4.5240 -5.9241 -1.2631
C -3.8058 -3.3171 -1.5131
C -3.4171 -2.1990 -2.2427
C -3.2434 -2.2939 -3.6171
O -2.8371 -1.2618 -4.3966
C -2.9929 0.0628 -3.8900
C -2.1016 0.4528 -2.6835
O -0.8802 0.6316 -2.8902
O -2.7083 0.6125 -1.6005
H -3.6717 -4.5636 -6.1384
H -2.3240 -3.4180 -6.0848
H -3.9588 -2.8137 -6.2595
H -4.0537 -5.5505 -4.0390
H -3.9265 -3.2484 -0.4403
H -3.2156 -1.2663 -1.7291
H -4.0357 0.2219 -3.6046
H -2.7352 0.7014 -4.7339
C -1.1052 -1.8507 1.5418
C -2.0843 -1.8213 2.6971
C -2.6258 -0.6178 3.1361
C -3.4792 -0.5838 4.2285
C -3.8124 -1.7632 4.8857
C -3.3014 -2.9814 4.4314
C -2.4466 -3.0016 3.3488
C -4.6669 -1.7455 6.0439
N -5.3413 -1.7413 6.9761
H -0.8734 -0.8172 1.2785
H -1.5554 -2.3303 0.6725
H -2.3599 0.3045 2.6321
H -3.8787 0.3593 4.5775
H -3.5722 -3.8979 4.9393
H -2.0346 -3.9442 3.0070
*
```

The value obtained for the orbital gap (spin up / spin down) is 4.650 / 4.186 eV. For the energy above the lowest of the compared OMol25 structures with the same formula, charge and spin, the calculation gives 7.5 kcal/mol. As for the total energy: -9352.5506 Eh. As for the LUMO energy (spin up / spin down): 3.351 / 3.351 eV. The HOMO energy (spin up / spin down) is -0.0477 / -0.0307 Ha.

---

No. 3
The following is a quantum chemistry calculation of a cluster of 2 separate species, C48H54N4P in total, from the OMol25 dataset.

Geometry as ORCA input:
```
! RIJCOSX wB97M-V def2-TZVPD def2/J DEFGRID3
* xyz 1 1
C -4.8604 7.2858 3.2529
C -5.6807 6.2901 2.7073
C -5.1763 5.4336 1.7302
C -3.8535 5.5820 1.2872
N -3.4244 4.7833 0.1899
C -3.4599 5.3661 -1.1098
C -2.3845 6.1486 -1.5380
C -2.4094 6.7172 -2.8138
C -3.5034 6.4937 -3.6563
C -4.5829 5.7204 -3.2146
C -4.5639 5.1582 -1.9344
C -2.7585 3.5663 0.3571
C -3.1156 2.4722 -0.4505
C -2.4240 1.2792 -0.3447
C -1.2607 1.1862 0.4762
C -0.5477 -0.0330 0.6312
C 0.8341 -0.0650 0.9901
C 1.3105 -0.9645 1.9842
C 2.6125 -0.8843 2.4444
C 3.5360 -0.0370 1.7985
N 4.8569 -0.0049 2.2052
C 5.8616 0.5740 1.3804
C 6.4650 1.7707 1.7697
C 7.4524 2.3315 0.9590
C 7.8874 1.6577 -0.1879
C 7.3140 0.4304 -0.5410
C 6.2779 -0.1017 0.2278
C 5.2903 -0.5496 3.4484
C 5.9282 -1.7959 3.4624
C 6.4136 -2.3094 4.6664
C 6.3082 -1.5552 5.8395
C 5.7252 -0.2836 5.8078
C 5.2001 0.2172 4.6132
C 3.1032 0.8106 0.7562
C 1.7697 0.8371 0.3995
C -0.8829 2.3466 1.2277
C -1.6835 3.4705 1.2541
C -3.0405 6.5846 1.8127
C -3.5443 7.4354 2.8026
H -5.2581 7.9616 4.0117
H -6.7150 6.1747 3.0325
H -5.7920 4.6602 1.2671
H -1.5436 6.2951 -0.8575
H -1.5642 7.3230 -3.1407
H -3.5195 6.9333 -4.6567
H -5.4412 5.5374 -3.8596
H -5.3864 4.5490 -1.5552
H -3.9561 2.5896 -1.1350
H -2.7551 0.4081 -0.9130
H -1.1132 -0.9663 0.6368
H 0.6133 -1.6685 2.4396
H 2.9450 -1.4914 3.2883
H 6.1315 2.2453 2.6960
H 7.8810 3.2948 1.2371
H 8.6904 2.0775 -0.7950
H 7.6612 -0.1202 -1.4148
H 5.7950 -1.0472 -0.0234
H 6.0296 -2.3441 2.5243
H 6.8714 -3.2992 4.6768
H 6.6969 -1.9535 6.7793
H 5.6664 0.3239 6.7107
H 4.7405 1.2066 4.5614
H 3.8290 1.4598 0.2625
H 1.4325 1.5481 -0.3553
H 0.0185 2.3176 1.8444
H -1.4578 4.3196 1.9014
H -2.0243 6.6992 1.4276
H -2.9007 8.2158 3.2113
C 1.8186 -5.1378 -3.3643
C 0.4145 -4.5572 -3.3613
C 0.2141 -3.6324 -4.5592
C -0.6021 -5.6898 -3.4467
N 0.2368 -3.7336 -2.1298
C 0.6447 -4.3251 -0.8292
C -0.3642 -5.2827 -0.2201
C -1.8181 -4.8123 -0.2305
N -2.1914 -3.8102 -1.2331
C -3.6457 -3.6578 -1.4590
C -4.1895 -4.9028 -2.1637
C -3.9341 -2.4368 -2.3294
C -4.3509 -3.5153 -0.1208
P -1.1286 -2.8090 -2.0153
H -0.8405 -1.6410 -1.1398
H 1.9360 -5.9290 -2.6166
H 2.0122 -5.5821 -4.3485
H 2.5668 -4.3583 -3.1846
H -0.8308 -3.3063 -4.6680
H 0.8449 -2.7414 -4.4731
H 0.4827 -4.1673 -5.4787
H -1.6292 -5.3045 -3.5094
H -0.4051 -6.2682 -4.3570
H -0.5380 -6.3766 -2.5987
H 1.5860 -4.8569 -0.9894
H 0.8425 -3.5029 -0.1218
H -0.2903 -6.2534 -0.7250
H -0.0785 -5.4727 0.8233
H -2.4647 -5.6899 -0.3658
H -2.0743 -4.4100 0.7649
H -3.9851 -5.8240 -1.6038
H -5.2796 -4.7982 -2.2437
H -3.7857 -4.9964 -3.1805
H -3.6272 -1.5073 -1.8328
H -3.4540 -2.5021 -3.3158
H -5.0183 -2.4021 -2.4907
H -3.9641 -2.6550 0.4398
H -5.4190 -3.3531 -0.3130
H -4.2558 -4.4138 0.4974
*
```

The value obtained for the orbital gap is 5.036 eV. For the energy above the lowest of the compared OMol25 structures with the same formula, charge and spin, the calculation gives 15.0 kcal/mol. As for the total energy: -2421.5843 Eh. As for the LUMO energy: -4.375 eV. The HOMO energy is -0.3458 Ha.

---

- Look up the total energy of the second one.
  -9352.5506 Eh